15 unconnected molecules or ions with the total composition C15H34BCl29O2Si at a distorted geometry, computed with the ωB97M-V functional and the def2-TZVPD basis.

Output
Orbital gap   10.53 eV
Molecular weight   1313.5 g/mol
Highest occupied orbital energy   -10.373 eV
Total energy   -14402.427987 Eh

CARTESIAN COORDINATES (ANGSTROEM)
Cl: -4.29374 10.39825 -0.27452
Cl: -7.65224 2.67246 5.54959
Cl: 1.25564 -3.21345 -4.68367
Cl: 6.65578 -2.06466 -1.32515
Cl: -5.65781 0.33055 -1.04392
Cl: 2.76736 0.99187 -5.29887
Cl: -1.81075 -0.81054 2.82797
Cl: 6.67174 -5.33403 0.89697
Cl: -2.75479 1.94595 2.60031
Cl: 9.20970 -5.59158 -3.47003
Cl: 10.55439 -6.26298 -0.96073
Cl: 8.19962 -4.38236 3.20718
Cl: -4.51052 1.68522 5.76372
Cl: -2.92193 2.89023 7.90277
Cl: -6.93033 1.54625 2.94547
Cl: -2.91725 5.27553 1.22093
Cl: -6.96227 2.76744 -2.01057
Cl: -4.62606 10.23688 -3.17574
Cl: 5.28362 -3.08236 -3.69742
Cl: 3.50465 -7.77772 -3.42124
Cl: 5.80122 -7.40039 -1.64852
Cl: 0.05265 1.90778 6.68803
Cl: -0.88555 -3.24395 -2.72260
Cl: -6.70110 6.24291 -1.67520
Cl: 2.36397 2.50178 8.37813
Cl: -4.62330 6.15998 -3.73027
Cl: 3.81199 0.43038 -2.62560
Cl: -5.25164 3.59558 0.68141
Cl: 2.90929 -4.37712 0.03189
Si: 1.67106 -3.28523 1.36315
O: 0.38244 -0.24893 0.75683
O: 0.96370 -1.04278 -1.49674
C: -6.36179 6.15709 -3.40892
C: -3.22511 0.25732 2.78997
C: 6.83647 -2.60075 -2.99831
C: -7.39160 3.00417 3.83388
C: 0.15429 -2.77857 0.31792
C: 2.93361 -0.21876 -4.02065
C: -6.90286 1.00234 -2.10440
C: -4.52664 9.32807 -1.66168
C: 4.56601 -6.60400 -2.63389
C: -0.49532 -3.23343 -4.44265
C: 9.53578 -6.85732 -2.27932
C: 8.25573 -4.83590 1.49835
C: -2.89328 2.18408 6.28289
C: -3.89876 4.48757 -0.02284
C: 1.15035 3.16206 7.27729
B: 0.49958 -1.28271 -0.18620
H: -0.76476 -2.83557 0.91270
H: -6.68101 0.71409 -3.12581
H: 8.59515 -3.98313 0.92044
H: 10.04607 -7.67723 -2.77206
H: -3.68751 8.64349 -1.72025
H: 1.94558 -0.52879 -3.69992
H: -3.85491 -0.02705 1.95360
H: 7.50679 -3.45348 -3.02062
H: -5.44820 8.77511 -1.52459
H: 2.41018 -2.09732 1.80474
H: 0.07379 -3.43112 -0.56438
H: 3.48130 -1.06787 -4.41137
H: 5.05732 -6.00975 -3.39664
H: 8.94508 -5.66296 1.37805
H: -2.51457 2.92135 5.58456
H: -6.78714 5.23970 -3.80152
H: 8.59213 -7.19739 -1.86663
H: -3.27369 3.79274 -0.57422
H: -0.90270 -4.12324 -4.90941
H: 1.65433 3.61012 6.42822
H: 3.96781 -5.96619 -1.99301
H: -4.28987 5.24618 -0.69019
H: -6.81017 7.01586 -3.89687
H: -6.59407 3.73391 3.73743
H: -2.25253 1.31710 6.29146
H: 1.21062 -4.06810 2.51265
H: 7.24635 -1.78700 -3.58624
H: -8.30885 3.39586 3.40871
H: -3.76892 0.14692 3.72154
H: 0.56869 3.91061 7.80493
H: -7.86673 0.60527 -1.80630
H: 1.90795 -0.87187 -1.39697
H: -0.27464 -0.56783 1.39472
H: -0.92483 -2.34462 -4.89172

Here are the Mulliken charges for atoms 1 to 2, given in e: number 1, Cl, carries -0.166; number 2, Cl, carries -0.153

A single C14H16ClN3O2S molecule at a distorted geometry, computed with the ωB97M-V functional and the def2-TZVPD basis.

Output
Orbital gap   9.34 eV
Molecular weight   325.8 g/mol
Highest occupied orbital energy   -9.004 eV
Total energy   -1716.227401 Eh
Relative energy (zero: lowest compared OMol25 entry of this formula, charge and spin)   0.0000 eV

CARTESIAN COORDINATES (ANGSTROEM)
Cl: 1.66306 -1.58383 -7.24693
S: -2.03619 -0.45516 -1.53284
O: -0.54313 1.93068 2.44500
O: -0.02699 -0.26327 2.65542
N: -1.06443 0.58148 0.78354
N: -0.82727 -1.73151 0.33946
N: -1.11581 -2.63798 -0.58151
C: -1.21715 -0.54828 0.03758
C: -0.75400 -1.60045 -6.05128
C: 0.57052 -1.99693 -5.97220
C: 1.03102 -2.71991 -4.88242
C: 1.55023 2.38457 3.62139
C: 0.03683 2.21366 3.72243
C: 2.20117 2.64729 4.97860
C: 0.15166 -3.04804 -3.86806
C: -1.18267 -2.66427 -3.93383
C: -1.62375 -1.93381 -5.02767
C: 1.81563 3.99317 5.58204
C: -0.48424 0.65036 2.04015
C: -2.11187 -3.00345 -2.79402
C: -1.73341 -2.19345 -1.60882
H: -1.10007 -1.03615 -6.90283
H: 2.38289 4.17083 6.49248
H: -0.20297 1.39670 4.41036
H: 0.75868 4.02409 5.83279
H: 0.50092 -3.60408 -3.01076
H: 2.02976 4.79940 4.88398
H: -2.65598 -1.62110 -5.08676
H: 3.28446 2.61692 4.84689
H: 1.77140 3.20692 2.93735
H: 1.92941 1.84549 5.66760
H: -2.01404 -4.05580 -2.52251
H: -0.45095 3.13357 4.04689
H: 2.06574 -3.01974 -4.83060
H: -3.14546 -2.79381 -3.07378
H: -1.41772 1.44872 0.40451
H: 1.96474 1.46719 3.19839

Here are the Mulliken charges for atoms 1 to 2, given in e: number 1, Cl, carries -0.218; number 2, S, carries -0.219

2 unconnected molecules or ions with the total composition C4H12O3 at a distorted geometry, computed with the ωB97M-V functional and the def2-TZVPD basis.

Output
Orbital gap   10.87 eV
Molecular weight   108.1 g/mol
Highest occupied orbital energy   -10.060 eV
Total energy   -385.300099 Eh
Relative energy (zero: lowest compared OMol25 entry of this formula, charge and spin)   0.5893 eV

CARTESIAN COORDINATES (ANGSTROEM)
O: -1.13112 2.08731 0.35877
O: -2.72976 -1.04987 0.27693
O: -0.55988 -0.26047 -1.25992
C: 0.91818 0.75929 0.37059
C: -0.09536 1.55741 1.17218
C: 0.37487 -0.55212 -0.23606
C: 1.58677 -1.35195 -0.83122
H: 0.31085 2.38075 1.75936
H: -0.31692 0.53283 -1.70110
H: 1.40444 -1.37364 -1.90223
H: -0.08162 -1.15277 0.54176
H: -2.53296 -1.97051 0.50273
H: 1.86007 0.66549 0.91392
H: 2.50944 -0.77372 -0.71702
H: -1.72329 1.39357 0.12714
H: -2.20734 -0.87965 -0.53180
H: 1.30440 1.38897 -0.44782
H: -0.57712 0.88632 1.90757
H: 1.68637 -2.28725 -0.30376

Here are the Mulliken charges for atoms 1 to 2, given in e: number 1, O, carries -0.547; number 2, O, carries -0.656

A single C16H18N2O5S molecule, computed with the ωB97M-V functional and the def2-TZVPD basis.

Output
Orbital gap   9.60 eV
Molecular weight   350.4 g/mol
Highest occupied orbital energy   -9.123 eV
Total energy   -1504.407783 Eh
Relative energy (zero: lowest compared OMol25 entry of this formula, charge and spin)   2.6122 eV

CARTESIAN COORDINATES (ANGSTROEM)
S: 0.55696 -1.85401 -2.18602
O: -1.27473 0.23132 0.32046
O: 1.70976 -1.34258 -2.87789
O: -0.28768 -2.49575 4.58940
O: 0.66193 1.32371 0.44316
O: -0.06966 -3.03751 -2.68995
N: 1.71136 -1.97196 3.62327
N: -0.64355 -0.67783 -2.11172
C: -3.12766 2.83531 -2.85760
C: -0.95467 1.78330 -2.25415
C: -0.13733 0.62094 -1.72678
C: -2.27430 1.71613 -2.35274
C: 1.42053 -2.01208 2.26145
C: -0.02708 -2.48887 0.40410
C: -0.16242 3.00910 -2.59799
C: -1.03181 4.16060 -2.99579
C: 0.93666 -1.99873 -0.45534
C: 2.39574 -1.54874 1.37499
C: -0.17410 0.75605 -0.20978
C: 1.59115 -2.03579 6.01294
C: -2.34461 4.08396 -3.11510
C: 0.20856 -2.49719 1.76600
C: 0.87888 -2.20129 4.68843
C: 2.14945 -1.53586 0.01723
H: 0.45450 3.28997 -1.73588
H: 2.87739 -1.16605 -0.68669
H: 1.95862 -1.01695 6.11745
H: -3.92108 3.04144 -2.12959
H: -0.53800 -2.86213 2.45129
H: 0.89630 -2.24794 6.82000
H: -2.79311 0.81492 -2.05685
H: -1.20019 -0.66834 -2.95368
H: -1.28507 0.35340 1.28410
H: -3.63434 2.52273 -3.77952
H: 0.90799 0.72807 -2.05131
H: -2.92274 4.94836 -3.41082
H: -0.95634 -2.84807 -0.00636
H: 2.65297 -1.67492 3.84133
H: -0.51368 5.08883 -3.19233
H: 3.33777 -1.18235 1.75599
H: 2.43343 -2.72147 6.07580
H: 0.53420 2.77828 -3.41349

Here are the Mulliken charges for atoms 1 to 2, given in e: number 1, S, carries 1.365; number 2, O, carries -0.387

A molecular structure, C41H38N2O4S5SbW at a distorted geometry, computed with the ωB97M-V functional and the def2-TZVPD basis.

Output
Orbital gap (spin up / spin down)   5.63 / 5.63 eV
Molecular weight   1088.7 g/mol
Net charge   +1
Highest occupied orbital energy (spin up / spin down)   -9.762 / -9.761 eV
Total energy   -4293.764091 Eh
Relative energy (zero: lowest compared OMol25 entry of this formula, charge and spin)   0.0000 eV

CARTESIAN COORDINATES (ANGSTROEM)
W: 0.84274 1.23842 -1.67583
Sb: -0.62822 -1.79198 0.91824
S: -1.54426 1.67150 -2.55878
S: -1.03947 -0.09703 -0.97869
S: 0.05328 3.04515 -0.33369
S: 1.30496 2.80937 -3.47029
S: 2.64154 1.19433 0.54815
O: 1.45725 0.31960 0.23076
O: 4.40160 0.70751 -3.31128
O: 3.91402 0.55244 0.67892
O: 2.51691 0.28373 -2.14496
N: 0.47019 0.01250 -3.62822
N: 2.53250 2.23450 -0.67692
C: -1.30965 -4.73983 0.31521
C: 0.16724 0.71605 -4.77961
C: 2.62986 -1.52278 3.77020
C: -1.01238 -6.06611 0.02270
C: -2.66742 -1.65241 1.38059
C: -0.37205 0.09768 -5.91406
C: 2.27977 1.96216 2.06362
C: 0.17170 2.82097 -5.94009
C: -5.41245 -1.24536 1.65952
C: -2.26513 4.05270 0.70054
C: 0.47569 2.08938 -4.82204
C: 1.86416 -1.57224 2.61502
C: 1.33783 -5.55636 0.05603
C: -0.43526 2.21400 -7.05944
C: 1.04335 -2.15102 -2.59137
C: -3.56156 -2.19668 0.45629
C: -4.52849 -0.66110 2.55463
C: -2.36049 2.57257 -1.34039
C: -3.85723 2.60754 -1.46736
C: 1.85553 3.14961 4.53254
C: 0.63403 -1.62857 5.10340
C: 3.72194 2.22600 -1.54848
C: 3.63184 1.01142 -2.46010
C: 1.04661 -4.23171 0.34262
C: -0.27869 -3.81748 0.46846
C: 0.30680 -6.47143 -0.11160
C: -0.69520 0.87426 -7.05243
C: 3.32604 2.63948 2.68284
C: 0.45614 -1.30753 -3.67381
C: -1.65593 3.18761 -0.37413
C: -3.16099 -0.85490 2.41242
C: 0.47307 -1.63192 2.69893
C: 1.02794 1.86862 2.65348
C: 3.10046 3.23463 3.90879
C: -0.13889 -1.69026 3.94961
C: -0.51605 -1.30701 -5.88183
C: 0.83028 2.46153 3.88943
C: 2.01373 -1.53259 5.01305
C: 1.64725 3.77201 5.88471
C: -4.92840 -2.00552 0.60489
C: -0.06317 -1.99162 -4.80132
H: -4.16594 2.75301 -2.50300
H: -4.28384 1.66005 -1.12847
H: -2.92006 4.81603 0.27946
H: 3.70819 -1.46937 3.69258
H: 2.36711 -1.55925 1.65969
H: 0.51530 -3.10076 -2.53142
H: -0.67091 2.81455 -7.92708
H: 0.15425 -1.67106 6.07251
H: 1.86446 -3.53237 0.47364
H: -4.28957 3.40703 -0.86837
H: -6.47787 -1.09706 1.77624
H: 2.61234 -1.48568 5.91337
H: -1.12825 0.38453 -7.91500
H: 4.30282 2.68848 2.22042
H: 3.90627 3.76862 4.39718
H: -1.20570 -1.82187 4.04649
H: -5.61377 -2.44638 -0.10706
H: -1.49713 4.56006 1.28249
H: 0.41718 3.87491 -5.96522
H: -1.81410 -6.78426 -0.08886
H: 1.04887 -1.68017 -1.61514
H: 0.58933 3.88255 6.11699
H: -2.49488 -0.35678 3.10219
H: -3.20502 -2.77067 -0.39156
H: -0.94004 -1.82353 -6.73422
H: 0.53502 -7.50487 -0.33684
H: 2.08679 -2.34480 -2.85138
H: 4.64382 2.16632 -0.97200
H: -2.85636 3.44594 1.39007
H: -2.34394 -4.45112 0.44752
H: 2.09681 3.15142 6.66241
H: -4.90109 -0.04883 3.36540
H: 0.22609 1.33851 2.15767
H: 2.11746 4.75343 5.93908
H: 3.73499 3.13792 -2.13925
H: 2.36855 -5.87374 -0.03284
H: -0.09129 -3.07195 -4.77085
H: -0.14070 2.38736 4.36426

Here are the Mulliken charges for atoms 1 to 2, given in e: number 1, W, carries 0.604; number 2, Sb, carries 1.978

A single C4H6OS3 molecule at a distorted geometry, computed with the ωB97M-V functional and the def2-TZVPD basis.

Output
Orbital gap   8.06 eV
Molecular weight   166.3 g/mol
Highest occupied orbital energy   -8.973 eV
Total energy   -1425.752471 Eh
Relative energy (zero: lowest compared OMol25 entry of this formula, charge and spin)   1.4012 eV

CARTESIAN COORDINATES (ANGSTROEM)
S: -2.41416 -1.29943 -0.16368
S: -0.87567 2.20241 -0.22542
S: 2.26907 -0.70598 -0.95312
O: 0.52173 -1.00418 1.69173
C: 1.98517 0.45046 0.39065
C: 0.64936 0.29621 1.12499
C: -0.47660 0.66134 0.04523
C: -1.14898 -0.48908 -0.71590
H: 1.82274 -1.73760 -0.30101
H: 0.62491 1.10214 1.84298
H: -0.38475 -1.11773 1.90838
H: -0.73588 -0.72864 -1.68722
H: 2.00249 1.46802 -0.04132
H: 2.77519 0.38175 1.15006

Here are the Mulliken charges for atoms 1 to 2, given in e: number 1, S, carries -0.174; number 2, S, carries -0.161